The following is a quantum chemistry calculation of C9H20N5O3Se2Ti as an isolated structure, from the OMol25 dataset.

Each line ends with the natural charge from an NBO analysis.
Element x y z (Å)
Se (2.09166, -0.37832, 0.93463)  0.55
Se (1.65287, 2.13549, -1.39919)  0.53
Ti (0.21623, 0.06658, -0.77990)  1.50
O (-1.46833, 0.79164, -1.01616)  -0.59
O (-1.00307, -1.49139, 0.16410)  -0.77
O (-0.69677, 0.98364, 0.98611)  -0.53
N (1.97915, -1.88872, -3.79924)  0.25
N (0.83816, -1.83039, -4.48559)  -0.18
N (0.66789, -0.97879, -2.47300)  -0.50
N (3.09500, -2.34646, -4.37266)  -0.53
N (1.94423, -1.39909, -2.61235)  -0.03
C (3.18815, 1.98999, -0.18224)  -0.56
C (1.38453, -0.72562, 2.71615)  -0.73
C (-3.45194, -1.17666, -0.25072)  -0.67
C (-2.30427, -0.77493, 0.63238)  0.24
C (-2.50486, -1.00328, 2.10146)  -0.65
C (0.67404, 3.62188, -0.58167)  -0.73
C (0.02658, -1.25167, -3.63908)  0.22
C (2.82090, 1.42654, 1.17054)  -0.54
C (-1.62175, 0.55402, 0.28295)  0.73
H (2.89603, -2.86544, -5.22152)  0.45
H (-3.25650, -1.00204, -1.30695)  0.24
H (3.92262, 1.38429, -0.71199)  0.27
H (3.70441, 1.32032, 1.80236)  0.29
H (1.30429, 4.49814, -0.71856)  0.28
H (0.47557, 3.42018, 0.46574)  0.25
H (-1.63332, -0.71885, 2.68435)  0.24
H (0.82838, -1.65742, 2.65905)  0.27
H (-1.22670, -2.35001, -0.23295)  0.54
H (-2.74512, -2.05010, 2.28401)  0.27
H (2.07277, 2.01532, 1.69879)  0.25
H (-4.33214, -0.59642, 0.03299)  0.29
H (-0.24681, 3.73094, -1.14944)  0.27
H (3.75905, -2.74814, -3.72224)  0.43
H (2.25240, -0.84617, 3.36167)  0.28
H (-3.69742, -2.22636, -0.08272)  0.27
H (-3.35655, -0.40749, 2.43644)  0.28
H (3.58630, 3.00210, -0.09466)  0.30
H (0.76324, 0.10978, 3.02349)  0.26
H (-1.00702, -1.02579, -3.85235)  0.27

Cartesian forces (eV/Å) of the 6 atoms listed first:
0.017 0.022 0.050
0.013 0.089 0.006
0.160 -0.159 -0.217
-0.009 0.010 -0.011
-0.067 0.001 0.033
-0.039 0.020 0.042

LUMO energy (eV): -12.46
Molar mass (u): 452.08
E_tot (a.u.): -6505.6971
HOMO-LUMO gap (eV): 7.39
ΔE to the lowest compared entry with this formula, charge and spin (kcal/mol): 3.57
Charge: +3

***

The following is a quantum chemistry calculation of one molecule with the formula C5H9Cl at a distorted geometry, from the OMol25 dataset.

Each line ends with the natural charge from an NBO analysis.
Element x y z (Å)
Cl (-0.19085, 0.24183, -1.90222)  -0.07
C (0.36837, 0.42750, -0.22792)  -0.20
C (1.81496, 0.37971, -0.12587)  -0.63
C (-1.36554, -0.02249, 1.77287)  -0.41
C (-0.47798, -0.50186, 0.58580)  -0.26
C (-0.21525, -0.94088, 1.99395)  -0.43
H (0.51945, -0.34589, 2.58749)  0.22
H (2.31595, -0.55737, 0.07836)  0.22
H (-0.55077, -1.96087, 2.22299)  0.23
H (0.11852, 1.49784, -0.05607)  0.21
H (-2.37078, -0.31594, 1.81302)  0.22
H (-0.92674, -1.23173, -0.10864)  0.24
H (2.22080, 0.99925, 0.68956)  0.22
H (-1.05585, 0.94419, 2.22516)  0.20
H (2.22658, 0.80753, -1.10708)  0.23

Cartesian forces (eV/Å) of the 6 atoms listed first:
-0.055 -0.178 -1.086
-1.668 1.842 0.528
3.357 0.749 -1.029
1.995 1.391 -0.929
-1.090 0.000 0.765
-0.131 -0.185 0.560

SMILES string: C[C@@H](Cl)C1CC1
LUMO energy (eV): 1.06
Molar mass (u): 104.58
E_tot (a.u.): -656.0442
HOMO-LUMO gap (eV): 11.14
ΔE to the lowest compared entry with this formula, charge and spin (kcal/mol): 33.63

***

The following is a quantum chemistry calculation of a 4-piece molecular cluster, C42H47FN4O5PS overall at a distorted geometry, from the OMol25 dataset.

Each line ends with the Mulliken charge.
Element x y z (Å)
S (0.81620, 0.62087, 4.64913)  -0.30
P (0.08513, 1.50918, 3.04304)  0.20
F (-3.17773, 1.49404, 3.05155)  -0.23
O (-0.25488, 4.03126, 0.83191)  -0.44
O (-3.95092, 2.30507, -0.10048)  -0.50
O (-3.86140, -0.58965, 3.66567)  -0.50
O (-0.75461, 5.27729, -1.04891)  -0.50
O (1.61452, 0.86043, -1.87126)  -0.42
N (3.09564, -4.15166, 0.35171)  -0.56
N (-0.18524, 1.54754, -0.30361)  1.09
N (0.49122, -0.75867, 1.39524)  0.14
N (4.75458, -0.61638, 1.01067)  -0.65
C (-0.68045, 2.60106, -1.21898)  -0.39
C (7.75172, -6.98235, -4.47043)  -0.37
C (6.61701, -6.15990, -2.06528)  -0.37
C (3.85942, 5.70606, -2.56496)  -0.59
C (-8.76931, 0.73230, 5.97412)  -0.41
C (1.80951, -2.25940, -1.86835)  -0.44
C (-2.45597, 0.24138, -0.18216)  -0.97
C (6.53557, -5.34269, -3.18902)  -0.34
C (-3.87637, 1.03525, -0.13934)  0.36
C (-7.90488, -1.30132, -0.55699)  -0.41
C (-2.94463, 0.09361, 3.12922)  0.25
C (1.90620, -1.82190, -0.34295)  -0.35
C (7.26707, -7.38833, -2.14383)  -0.45
C (4.35195, 6.77531, -3.30677)  -0.36
C (-8.37698, 1.22362, 7.21553)  -0.44
C (3.99696, 0.17586, 0.24319)  0.01
C (-6.24165, 0.17581, 1.04389)  -0.07
C (-7.58338, -0.64035, 0.84072)  -0.48
C (4.70951, 0.68579, -1.11424)  -0.69
C (7.82989, -7.80111, -3.34769)  -0.37
C (2.40092, -3.68912, -2.09142)  -0.47
C (-1.64175, -0.69318, 2.66672)  -0.81
C (3.04294, -4.58882, -1.00432)  -0.35
C (0.55621, 0.42919, -0.95488)  -2.14
C (2.55084, -2.86416, 0.60639)  -0.29
C (-6.08155, 0.69902, 6.69919)  -0.53
C (-6.47314, 0.21099, 5.45609)  -0.13
C (-7.03400, 1.20327, 7.58026)  -0.37
C (3.14439, 4.69033, -3.19425)  -0.04
C (4.12167, 6.83542, -4.67790)  -0.44
C (-1.27550, 1.01648, 0.59161)  -1.37
C (-0.56110, 4.01470, -0.39041)  0.33
C (-0.58455, 0.20010, 1.78973)  -0.59
C (-5.30387, 0.26565, -0.19759)  0.13
C (-7.81738, 0.22300, 5.09526)  -0.27
C (-6.97054, -1.16122, -1.80541)  -0.50
C (2.52249, 0.57956, 0.74802)  -0.61
C (1.32486, -0.40040, 0.20446)  2.31
C (-5.64674, -0.36087, -1.61286)  -0.33
C (3.40441, 5.82325, -5.30747)  -0.43
C (7.10648, -5.75158, -4.39056)  -0.42
C (2.91967, 4.74900, -4.56773)  -0.42
H (2.36174, -4.11537, -3.16390)  0.33
H (8.33081, -8.76168, -3.41091)  0.36
H (2.57548, 0.60413, 1.90979)  0.53
H (3.22375, 5.87115, -6.37651)  0.36
H (1.18313, 2.27262, 2.47622)  0.15
H (4.74395, -0.11856, -1.92562)  0.18
H (-0.01969, 5.36826, -1.71714)  0.36
H (-6.72932, 1.58136, 8.55035)  0.36
H (3.48598, -5.62238, -1.26660)  0.43
H (-0.90521, 2.46994, 3.41893)  0.27
H (-8.85795, -1.92016, -0.70005)  0.32
H (-2.59804, -0.85512, 0.10703)  0.36
H (6.02711, -4.38520, -3.12780)  0.41
H (1.10147, -0.94338, 2.23313)  0.84
H (-1.98434, -1.59956, 2.02579)  0.49
H (7.04776, -5.11206, -5.26493)  0.35
H (4.19579, -0.87376, 1.84713)  0.29
H (4.11379, 1.60386, -1.50383)  0.01
H (-5.03381, 0.68652, 6.98187)  0.37
H (-1.14693, -1.15743, 3.60005)  0.65
H (-9.81670, 0.74612, 5.69093)  0.37
H (-9.11896, 1.62212, 7.90000)  0.36
H (2.59150, -2.53453, 1.71847)  0.14
H (4.91449, 7.56254, -2.81632)  0.37
H (-0.08838, 2.76253, -2.18032)  0.56
H (7.33399, -8.02384, -1.26709)  0.36
H (-5.73026, -0.17973, 4.76829)  0.49
H (-1.74605, 1.96524, 1.07126)  0.92
H (-8.12351, -0.16375, 4.12855)  0.27
H (2.36529, 3.95717, -5.06096)  0.33
H (-7.17471, -1.60290, -2.83555)  0.33
H (8.19369, -7.30315, -5.40797)  0.36
H (4.50154, 7.67160, -5.25533)  0.37
H (-1.78934, 2.53211, -1.51510)  0.19
H (-4.91035, -0.21528, -2.48573)  0.25
H (0.03721, -1.68354, 1.19436)  0.83
H (5.76408, 1.10336, -0.87827)  0.39
H (-0.09244, -0.32858, -1.52805)  0.60
H (2.34811, 1.68740, 0.44500)  0.12
H (1.42145, 0.52429, -2.77914)  0.45
H (6.17382, -5.83982, -1.12742)  0.48
H (2.76317, 3.85405, -2.61511)  0.49
H (-5.98993, 0.66637, 2.05531)  0.39
H (-2.17082, 0.23424, -1.30976)  0.51
H (1.32978, -1.60669, -2.66606)  0.31
H (4.03352, 5.66340, -1.49441)  0.36
H (-8.31419, -0.77260, 1.70418)  0.27

Cartesian forces (eV/Å) of the 6 atoms listed first:
-0.319 -0.236 -0.823
1.917 0.232 1.244
1.441 -2.809 -0.379
-1.608 -0.435 -4.730
1.352 -5.012 -0.032
4.684 3.454 -2.901

LUMO energy (eV): -3.29
Molar mass (u): 769.90
E_tot (a.u.): -3062.5687
HOMO-LUMO gap (eV): 7.45
ΔE to the lowest compared entry with this formula, charge and spin (kcal/mol): 277.36
Charge: +1

***

The following is a quantum chemistry calculation of a 4-piece molecular cluster, C4H4Cl12 overall at a distorted geometry, from the OMol25 dataset.

Each line ends with the natural charge from an NBO analysis.
Element x y z (Å)
Cl (4.11288, 4.28755, -2.17093)  0.03
Cl (-0.56410, 0.57471, 3.22116)  0.00
Cl (1.50349, -1.12356, 0.04297)  0.02
Cl (-2.28931, -4.57137, -1.62624)  0.01
Cl (-2.36305, -1.64260, -0.57254)  -0.02
Cl (2.73953, 5.53186, 0.22130)  0.02
Cl (0.69369, 2.07387, 1.01626)  -0.02
Cl (1.19628, 4.57385, -2.02596)  -0.01
Cl (0.50762, -2.48829, 2.52266)  0.00
Cl (0.43640, -3.75895, -0.10283)  0.03
Cl (-2.23517, 2.21989, 1.39985)  0.02
Cl (-4.63921, -3.32510, -0.59507)  0.04
C (2.73291, 4.31817, -1.09637)  -0.27
C (-0.79085, 1.15958, 1.52610)  -0.24
C (-3.16199, -3.00552, -1.46817)  -0.26
C (1.31728, -2.64212, 0.91928)  -0.28
H (2.30293, -3.06503, 1.11354)  0.23
H (-0.88868, 0.26668, 0.90864)  0.23
H (-3.36446, -2.66903, -2.48497)  0.23
H (2.75384, 3.28536, -0.74859)  0.23

Cartesian forces (eV/Å) of the 6 atoms listed first:
0.338 0.684 -0.095
-0.276 0.588 -0.826
0.023 0.099 0.408
0.032 0.902 0.067
0.165 -0.888 -0.730
0.476 -0.764 -0.608

SMILES string: ClC(Cl)Cl.ClC(Cl)Cl.ClC(Cl)Cl.ClC(Cl)Cl
LUMO energy (eV): 0.27
Molar mass (u): 477.51
E_tot (a.u.): -5677.0758
HOMO-LUMO gap (eV): 11.27
ΔE to the lowest compared entry with this formula, charge and spin (kcal/mol): 15.93

***

The following is a quantum chemistry calculation of C24H43N2P3PdS as an isolated structure at a distorted geometry, from the OMol25 dataset.

Each line ends with the Mulliken charge.
Element x y z (Å)
Pd (-0.72711, 0.31793, -1.18030)  0.44
S (2.09784, -3.70647, -0.00886)  -0.22
P (0.01652, 1.20547, 0.89702)  0.87
P (1.43526, -4.34955, 2.66032)  0.59
P (-2.90133, -0.27591, -0.61666)  1.19
N (0.91623, 4.21090, -2.35023)  -0.02
N (-0.27256, 2.43018, -1.85463)  0.41
C (-0.39919, 4.65057, -2.22462)  0.83
C (-1.15536, 3.51392, -1.91058)  -0.29
C (-3.25796, -2.05609, -0.40007)  -1.13
C (3.02945, -2.26860, -0.16958)  -0.42
C (2.89349, -0.13241, -1.30105)  0.06
C (-0.78982, 2.72981, 1.50981)  -1.17
C (-2.51195, 3.65441, -1.59371)  0.20
C (-0.26616, -4.42302, 3.17675)  -1.04
C (2.45381, -3.26307, 3.64483)  -1.02
C (-3.56562, 0.45469, 0.91497)  -1.18
C (-1.22230, -0.72332, -2.92578)  -0.89
C (-2.31105, 6.05466, -2.01360)  -0.51
C (2.27503, -1.19526, -0.66556)  -0.07
C (1.76448, 1.70150, 1.08542)  -1.03
C (4.27591, 0.05264, -1.14588)  -0.40
C (-4.06931, 0.27280, -1.90940)  -1.28
C (0.18444, -0.56774, -2.82925)  -1.17
C (2.16492, -5.95096, 2.34606)  -1.02
C (-0.93226, 5.92693, -2.24993)  -1.05
C (0.94609, 2.87617, -2.13441)  -0.83
C (4.41504, -2.09902, 0.01568)  -0.13
C (-0.21581, -0.01224, 2.24152)  -1.00
C (-3.08465, 4.92986, -1.67593)  -0.87
C (5.01588, -0.91625, -0.45023)  -0.62
H (-0.29371, 3.04622, 2.43484)  0.51
H (1.18688, -1.30749, -0.63535)  0.86
H (-3.23223, 1.49026, 1.04153)  0.18
H (-0.88401, -4.80707, 2.35355)  0.39
H (-0.68366, 3.52857, 0.76707)  0.36
H (-1.74404, -0.03474, -3.59768)  0.42
H (-3.25618, -0.13451, 1.78733)  0.34
H (0.24018, 0.36113, 3.16792)  0.55
H (-1.85278, 2.57101, 1.71332)  0.35
H (-4.25015, 1.35064, -1.82613)  0.39
H (-4.14880, 5.05458, -1.47569)  0.47
H (0.77557, -1.42018, -2.53239)  0.77
H (3.19343, -2.76862, 2.99541)  0.33
H (-0.63255, -3.42598, 3.45491)  0.34
H (1.42926, -3.49190, 1.24304)  0.07
H (-4.66263, 0.44638, 0.85214)  0.50
H (-2.80006, 7.03049, -2.08386)  0.43
H (-2.82201, -2.65864, -1.20576)  0.41
H (0.67535, 0.16703, -3.48447)  0.44
H (1.82725, -2.49775, 4.12739)  0.36
H (4.75933, 0.93017, -1.58909)  0.52
H (6.07972, -0.74163, -0.28896)  0.49
H (-5.01702, -0.26908, -1.78684)  0.52
H (2.00152, 2.49586, 0.36424)  0.31
H (-4.34912, -2.19491, -0.37602)  0.47
H (2.28616, 0.54226, -1.90623)  -0.03
H (-1.28453, -0.19831, 2.40805)  0.28
H (-0.28435, 6.77749, -2.45712)  0.45
H (-3.65147, 0.06286, -2.90001)  0.43
H (-2.83915, -2.38778, 0.55815)  0.31
H (2.20233, -6.51098, 3.29332)  0.43
H (1.55116, -6.50771, 1.62040)  0.43
H (0.27343, -0.95779, 1.96195)  0.04
H (-0.34459, -5.09645, 4.04127)  0.42
H (2.42107, 0.84357, 0.89158)  0.20
H (1.86666, 2.31464, -2.22144)  0.50
H (3.18575, -5.84855, 1.94911)  0.39
H (4.98850, -2.89043, 0.49517)  0.57
H (2.96909, -3.85242, 4.41808)  0.43
H (-3.05871, 2.76191, -1.29966)  -0.12
H (1.71941, 4.79387, -2.56443)  0.28
H (1.94145, 2.07895, 2.10161)  0.60
H (-1.68368, -1.68752, -2.69240)  0.36

Cartesian forces (eV/Å) of the 6 atoms listed first:
0.472 1.808 1.913
0.979 -1.139 -1.881
-0.044 0.685 1.152
-0.072 -0.163 0.841
-2.226 0.209 0.059
0.101 -0.397 -0.017

LUMO energy (alpha / beta) (eV): -11.69 / -15.84
⟨S²⟩: 6.04
Spin multiplicity: 5
Molar mass (u): 591.03
E_tot (a.u.): -2598.3121
HOMO-LUMO gap (alpha / beta) (eV): 6.69 / 2.53
Charge: +4

***

The following is a quantum chemistry calculation of a 2-piece molecular cluster, C3H4FO2Si overall at a distorted geometry, from the OMol25 dataset.

Each line ends with the natural charge from an NBO analysis.
Element x y z (Å)
Si (2.60063, -0.31840, -0.32531)  1.77
F (2.00869, 0.70268, 0.83534)  -0.71
O (-4.74607, -0.30506, 0.36720)  -0.54
O (1.47817, -0.85473, -1.17878)  -1.34
C (-2.31600, -0.01568, 0.14475)  -0.37
C (-3.56232, -0.23505, 0.22354)  0.61
C (-1.06241, 0.39230, 0.16944)  -0.19
H (3.19984, -1.32470, 0.51953)  -0.36
H (-0.34948, -0.09572, -0.44034)  0.28
H (3.71282, 0.53448, -0.63576)  -0.34
H (-0.96388, 1.51988, 0.32038)  0.19

Cartesian forces (eV/Å) of the 6 atoms listed first:
0.162 0.616 2.364
-0.194 0.311 0.337
1.001 -0.422 -0.416
-1.650 -0.607 -2.152
-0.359 -0.476 0.469
-1.078 0.632 0.701

LUMO energy (eV): 2.53
Molar mass (u): 119.15
E_tot (a.u.): -656.5911
HOMO-LUMO gap (eV): 7.33
ΔE to the lowest compared entry with this formula, charge and spin (kcal/mol): 41.00
Charge: -1

***

Q: Among the records above, which one has the highest E_tot?
A: C5H9Cl

***

Q: Which of these has the lowest E_tot?
A: C9H20N5O3Se2Ti